Molecular formula: C6H15NO
Method: DFT, the ωB97M-V functional and the def2-TZVPD basis

F_max = 5.6 eV Å⁻¹
net charge = 0
molecular weight = 117.19 g/mol
energy above the lowest of the compared OMol25 structures with the same formula, charge and spin = 92.3 kcal per mole
HOMO level = -8.9 eV
lowest unoccupied orbital energy = 0.039 Ha
SMILES = CC(C)C[C@H](C)NO
Kohn-Sham gap = 9.98 eV
electronic energy = -9999.7565 eV

Structure (XYZ):
```
23
Properties=species:S:1:pos:R:3:forces:R:3
O 3.5166 -0.5838 -0.2211 0.20 0.37 0.61
N 2.5714 0.3799 0.3142 -1.80 -2.13 -1.60
C -1.4326 0.7309 0.2715 2.23 0.65 1.82
C 0.9284 -0.2062 -0.1605 4.29 0.86 1.13
C 0.2857 0.6445 0.8287 -5.39 0.26 -1.42
C -1.5887 1.5274 -1.0123 0.17 0.10 0.04
C -2.1785 -0.5863 0.2399 -0.03 -0.17 0.02
C 0.8586 -1.6992 0.0421 0.58 -0.19 -0.19
H 0.8175 0.1033 -1.1993 -0.05 -0.02 0.10
H 1.7777 -2.1654 -0.3345 -0.09 0.21 0.00
H 2.7011 1.1633 -0.3326 -0.17 -0.11 0.09
H -1.8129 1.3312 1.1045 -0.30 -0.02 -0.15
H 0.0456 -2.1638 -0.5181 -0.07 0.19 0.12
H 0.2584 0.2227 1.8336 0.17 0.09 -0.13
H -1.9931 -1.1772 1.1414 0.02 -0.02 -0.13
H 0.5686 1.6973 0.8236 0.26 -0.19 0.00
H 0.7798 -1.9811 1.0953 -0.13 0.18 -0.06
H 3.9946 -0.8654 0.5761 -0.22 0.10 -0.40
H -2.6408 1.7894 -1.1843 0.13 -0.15 0.04
H -1.9158 -1.1821 -0.6393 0.04 0.00 0.12
H -1.0363 2.4713 -0.9672 0.01 -0.11 -0.04
H -3.2618 -0.4158 0.1832 0.17 0.07 0.00
H -1.2436 0.9651 -1.8848 -0.01 0.04 0.02
```
Positions in Å, forces in eV/Å.

Molecular formula: C27H35AlF4N7O4SSe
Method: DFT, the ωB97M-V functional and the def2-TZVPD basis

F_max = 3.4 eV Å⁻¹
net charge = +1
molecular weight = 735.62 g/mol
energy above the lowest of the compared OMol25 structures with the same formula, charge and spin = 27.1 kcal per mole
HOMO level = -11.1 eV
lowest unoccupied orbital energy = -0.077 Ha
Kohn-Sham gap = 9.04 eV
electronic energy = -140831.4131 eV

Structure (XYZ):
```
80
Properties=species:S:1:pos:R:3:forces:R:3
Se -12.9130 -8.3376 6.6768 0.25 -0.03 0.83
S -13.5867 -7.5294 3.7094 0.01 -0.22 0.33
Al -15.1150 -7.9159 5.7532 -0.22 0.52 -0.41
F -14.8989 -13.5070 7.3862 0.22 -0.44 -0.16
F -16.0566 -11.0771 11.1874 -0.03 0.23 0.74
F -16.3610 -8.8904 9.7452 0.07 -0.54 -0.34
F -15.3185 -11.4868 5.8899 0.14 0.61 0.49
O -10.4309 -3.2771 3.8093 0.52 0.10 -0.14
O -15.0787 -6.1781 5.9968 0.41 0.19 -0.17
O -16.8115 -4.8226 5.8367 -0.04 0.29 -0.17
O -10.6031 -4.2416 5.7047 0.47 -1.04 1.74
N -12.6521 -9.2901 9.3808 0.43 -0.71 1.42
N -16.8620 -7.9707 4.5262 0.30 -1.17 0.93
N -13.7254 -7.4375 9.4318 0.06 -0.44 -0.42
N -16.0949 -8.9362 6.9061 -1.11 -0.51 -0.05
N -11.0565 -3.6415 4.7894 0.13 1.05 -2.15
N -13.4564 -9.9888 2.4454 -0.21 1.80 0.08
N -13.8005 -8.0899 1.1811 0.16 -0.21 -0.97
C -15.4744 -12.3790 9.3817 0.91 -0.15 -1.20
C -15.7836 -10.0183 7.7400 0.22 -0.51 0.07
C -12.8786 -2.1767 4.0680 0.97 0.32 0.17
C -17.5562 -8.9914 6.6248 0.27 0.41 0.05
C -14.2530 -6.7365 0.9274 -0.42 0.39 1.20
C -14.2143 -10.8906 1.5778 0.04 -0.85 0.63
C -13.5809 -8.5941 2.3664 -0.71 -2.44 1.41
C -15.9897 -10.0360 9.1144 0.13 1.25 0.08
C -12.8964 -10.6610 3.6226 0.62 -0.16 -1.69
C -15.3936 -11.2680 7.2385 -0.18 0.51 -1.43
C -11.9480 -10.5253 9.0192 1.51 0.88 -1.43
C -13.1859 -8.3654 8.5646 -0.16 0.68 1.58
C -13.5535 -7.8127 10.7606 0.60 0.50 -0.89
C -15.1286 -2.8223 4.5727 0.07 0.42 -0.56
C -14.3336 -6.1635 9.0918 0.52 0.10 -0.71
C -13.2438 -8.7301 0.0007 -0.46 0.78 -1.00
C -12.8117 -8.9378 10.7338 -0.34 -0.40 -0.25
C -15.7972 -11.1667 9.8915 -0.71 0.51 0.33
C -15.2062 -12.3709 8.0000 -0.43 -1.20 1.64
C -15.6216 -5.0265 5.6937 -1.07 0.00 0.40
C -17.8969 -7.9385 5.5921 0.38 0.48 0.69
C -13.3187 -4.2061 5.3062 0.05 -0.94 0.59
C -14.6983 -3.9712 5.1933 1.09 -0.89 0.10
C -17.1252 -7.0222 3.4786 -1.43 2.71 1.39
C -16.9225 -9.3108 3.8866 1.23 0.84 -1.32
C -14.2159 -1.8982 4.0397 -0.29 -0.93 1.11
C -12.4630 -3.3200 4.7266 -0.51 -0.15 0.24
H -11.9852 -11.1843 3.2923 -0.40 -0.28 0.11
H -12.4044 -9.5141 11.5653 -0.19 0.07 -0.59
H -13.8212 -5.7757 8.2081 -0.13 0.05 0.13
H -16.4435 -7.2119 2.7346 1.65 -0.05 -1.83
H -18.1208 -7.1307 3.0450 -0.21 -0.30 0.14
H -10.8141 -10.3540 9.0968 -1.71 -0.36 -0.07
H -13.6150 -11.3560 4.0430 -0.03 0.07 0.29
H -18.8694 -8.1094 5.1672 -0.57 -0.22 -0.34
H -14.0678 -9.0775 -0.6563 0.76 0.13 0.14
H -14.8959 -11.4375 2.2524 0.03 0.09 -0.33
H -13.5687 -11.6709 1.1230 -0.23 0.64 0.04
H -17.8914 -9.4335 3.4751 -1.07 -0.23 -0.60
H -16.7337 -10.1056 4.5402 0.31 -0.93 1.22
H -12.8625 -5.0892 5.8201 -0.80 0.81 -0.50
H -14.5587 -0.9309 3.8110 -0.41 0.90 -0.93
H -14.8588 -6.7505 0.0268 0.07 0.23 -0.08
H -12.1029 -1.5160 3.6878 -0.35 0.00 -0.05
H -18.1513 -8.7874 7.5050 -0.06 0.12 0.46
H -14.2053 -5.4743 9.9177 0.06 0.01 0.10
H -13.8613 -7.1288 11.5544 0.09 -0.60 -0.31
H -12.2604 -11.3689 9.6053 -0.19 -0.08 0.56
H -12.2002 -10.7490 7.9677 0.26 0.14 0.45
H -16.1664 -9.4103 3.0643 -0.61 0.43 0.65
H -17.9403 -6.9597 6.1024 0.41 -0.18 -0.62
H -12.5384 -9.9192 4.2779 0.03 0.72 1.15
H -14.8160 -10.3914 0.8285 0.13 0.09 0.02
H -15.3865 -13.2272 10.0522 0.04 -0.06 -0.39
H -15.3762 -6.2776 8.8658 -0.55 -0.12 -0.11
H -12.5434 -9.5022 0.2369 0.04 -0.63 0.30
H -16.1747 -2.6354 4.4180 -0.38 0.00 0.35
H -14.7988 -6.3142 1.7942 0.03 -0.58 -0.65
H -17.8711 -9.9735 6.2894 0.11 -0.43 -0.14
H -17.0754 -5.9452 3.8426 0.14 -1.48 -0.39
H -13.3910 -6.0997 0.8717 0.47 0.48 -0.61
H -12.6461 -7.9570 -0.4892 -0.25 -0.07 -0.36
```
Positions in Å, forces in eV/Å.

Molecular formula: C15H21ClF5GdO2P2
Method: DFT, the ωB97M-V functional and the def2-TZVPD basis

F_max = 5.7 eV Å⁻¹
net charge = +2
molecular weight = 582.97 g/mol
energy above the lowest of the compared OMol25 structures with the same formula, charge and spin = 0.0 kcal per mole
HOMO level (alpha / beta) = -14.6 / -14.6 eV
lowest unoccupied orbital energy (alpha / beta) = -0.279 / -0.325 Ha
Kohn-Sham gap (alpha / beta) = 7.01 / 5.75 eV
spin multiplicity = 8
electronic energy = -85495.3997 eV

Structure (XYZ):
```
47
Properties=species:S:1:pos:R:3:forces:R:3
Gd -0.9933 -0.1556 0.6107 -1.20 0.11 -0.17
Cl -1.4861 -0.0590 -2.2404 -0.20 -0.09 0.31
P -0.0071 -2.4659 -0.6693 0.21 -1.91 -0.17
P -0.2109 2.3194 -0.5235 -0.06 1.88 0.04
F -0.0807 -2.4004 5.6242 -0.22 0.97 -0.55
F 0.2993 -0.1287 7.1445 -0.43 0.08 -1.70
F -0.5942 -2.2265 2.9238 0.11 1.03 0.36
F -0.0972 2.5183 3.2053 -0.15 -1.00 0.42
F 0.2807 2.3098 5.8886 -0.28 -0.94 -0.70
O 2.5417 0.0354 0.1415 -4.41 -0.01 0.30
O 1.4994 0.2037 -3.2145 -3.02 -0.01 -3.43
C -0.4004 -1.0601 3.6676 0.03 -0.36 0.34
C 1.3868 0.0095 0.2584 5.73 -0.06 -0.23
C 0.0262 0.2343 -5.2893 -0.83 -0.26 -0.89
C 1.4964 -3.3569 -0.1481 0.02 0.22 0.33
C -0.4398 2.9864 -2.2112 -0.27 -0.51 -0.40
C -1.5184 3.2871 0.3385 0.04 -0.22 0.09
C -0.1725 -1.1846 5.0457 0.12 -0.97 0.13
C 0.0283 -0.0419 5.8252 0.28 0.01 0.27
C 0.0311 -2.9190 -2.4399 -0.16 0.53 -0.32
C -1.3494 -3.5944 -0.1088 -0.01 0.24 0.13
C -0.1838 1.2750 3.7871 0.21 0.57 0.30
C 0.0240 1.1946 5.1729 0.23 0.92 0.28
C 0.7273 0.2051 -4.0736 3.63 0.10 3.99
C 1.3137 3.2265 -0.1020 0.07 -0.26 0.30
C -0.4190 0.1578 3.0025 0.07 -0.30 0.05
H -1.2708 -3.8009 0.9667 -0.02 0.03 -0.27
H 2.3572 -2.8794 -0.6352 -0.09 -0.23 0.18
H -0.6482 4.0634 -2.1548 0.19 -0.29 0.02
H 0.4646 2.8192 -2.8069 -0.09 0.13 0.12
H 2.1022 2.8891 -0.7872 -0.06 0.17 0.22
H -1.2761 2.4691 -2.6903 0.10 0.29 0.04
H 0.0309 -4.0124 -2.5416 0.08 0.31 0.10
H 0.9360 -2.5098 -2.9000 -0.04 -0.16 0.04
H -1.3403 3.3162 1.4228 -0.08 0.05 -0.34
H 1.6083 2.9992 0.9288 0.06 0.21 -0.17
H 1.1486 4.3068 -0.2239 0.10 -0.34 0.07
H -1.2395 -4.5246 -0.6785 -0.19 0.11 0.24
H -0.8389 -2.4898 -2.9425 0.10 -0.24 0.04
H -2.3317 -3.1498 -0.3234 0.14 -0.24 0.00
H 1.6082 -3.2800 0.9416 0.12 -0.17 -0.26
H -0.9652 -0.2070 -5.1120 0.07 0.19 -0.06
H -1.4806 4.2986 -0.0853 -0.21 -0.17 0.30
H -2.5051 2.8418 0.1374 0.16 0.26 0.03
H 1.4266 -4.4121 -0.4550 0.09 0.37 0.16
H 0.5729 -0.3831 -6.0278 0.00 0.23 0.27
H -0.0612 1.2754 -5.6486 0.03 -0.26 0.20
```
Positions in Å, forces in eV/Å.

Molecular formula: C30H29BrGeN2O6Sc
Method: DFT, the ωB97M-V functional and the def2-TZVPD basis

F_max = 1.3 eV Å⁻¹
net charge = -1
molecular weight = 711.04 g/mol
energy above the lowest of the compared OMol25 structures with the same formula, charge and spin = 90.7 kcal per mole
HOMO level = -2.8 eV
lowest unoccupied orbital energy = 0.079 Ha
Kohn-Sham gap = 4.94 eV
electronic energy = -194109.0140 eV

Structure (XYZ):
```
70
Properties=species:S:1:pos:R:3:forces:R:3
Br 2.6122 1.1757 3.1080 -0.01 0.10 -0.10
Ge -1.0960 -1.0443 -0.5161 -0.27 0.26 -0.05
Sc 0.1904 2.0066 0.1033 -1.23 -0.37 0.34
O 3.7514 -0.0944 -0.3464 -0.12 0.06 0.06
O 1.7025 0.6955 0.1296 0.71 -0.54 -0.01
O -1.3752 -0.5325 5.8264 -0.03 -0.16 0.21
O 0.0017 5.5247 -2.1010 -0.10 -0.17 0.02
O 1.4123 3.8201 1.2983 -0.03 -0.03 0.00
O -0.4208 3.6829 -0.8723 0.01 0.80 -0.39
N 2.1114 2.8692 -1.3061 -0.02 -0.07 -0.32
N -0.0932 1.6224 2.5392 0.31 0.05 0.20
C -4.6910 -3.5304 -2.5137 0.04 0.08 0.03
C -1.6318 -2.6671 1.8713 0.13 -0.09 -0.05
C 0.2682 -1.2139 -1.9377 0.07 0.02 -0.12
C 2.8073 0.6490 -0.5476 0.00 0.04 0.03
C -0.0611 -3.3179 3.5819 -0.05 0.05 -0.05
C -2.5132 -3.4829 -1.4870 -0.08 0.04 -0.01
C 0.7015 -2.2129 1.5760 -0.08 -0.02 -0.02
C -1.8880 0.8577 3.9419 -0.22 0.07 0.00
C 2.2421 4.6204 0.4511 -0.04 -0.16 -0.05
C 0.7370 1.0406 3.3849 0.00 -0.16 0.11
C 1.4075 3.6028 -2.3641 0.02 -0.05 0.19
C 2.8313 1.6549 -1.7066 -0.14 0.06 0.02
C 0.3598 0.3080 4.4951 0.16 -0.09 0.15
C -0.6060 -2.1460 1.0733 0.21 0.08 0.16
C 0.9722 -2.8014 2.8092 0.01 0.03 -0.03
C -2.5962 -2.0988 -1.3065 -0.01 -0.14 0.06
C 0.9237 -0.4752 -4.1636 0.00 -0.03 0.08
C -0.9908 0.1964 4.7635 0.22 -0.01 -0.08
C 2.9957 3.7473 -0.5359 -0.22 -0.06 0.09
C 2.0217 -1.3298 -4.1364 -0.04 0.03 0.06
C -1.3682 -3.2460 3.1089 0.04 0.04 -0.02
C -3.5468 -4.1966 -2.0850 0.01 0.06 0.01
C 0.0655 -0.4111 -3.0703 0.09 -0.14 0.03
C 1.3623 -2.0798 -1.9412 -0.04 0.03 -0.03
C -1.3950 1.5368 2.8579 -0.16 0.15 -0.50
C -3.7498 -1.4485 -1.7412 -0.03 -0.04 -0.01
C -4.7912 -2.1542 -2.3396 0.05 -0.06 0.02
C -1.5223 0.7620 -0.1711 1.06 0.12 0.26
C 2.2395 -2.1291 -3.0214 -0.03 0.02 -0.01
C 0.2201 4.3731 -1.7498 0.03 -0.01 0.01
H 2.9542 5.1889 1.0507 0.05 0.06 0.06
H -2.1819 -3.6467 3.7062 0.02 0.00 -0.03
H -2.4144 0.7534 0.4694 -0.23 0.11 -0.22
H 3.5769 4.3926 -1.2059 0.12 0.01 -0.05
H -2.0661 2.0265 2.1679 -0.05 0.01 0.02
H 1.0949 -0.1770 5.1205 -0.06 0.00 -0.03
H 3.6943 3.1168 0.0165 0.05 -0.05 0.04
H -3.8167 -0.3709 -1.6069 0.01 -0.06 -0.02
H 1.5909 5.3249 -0.0554 -0.10 0.05 0.02
H 3.8625 1.8472 -2.0073 0.09 0.04 -0.05
H 1.9769 3.3665 1.9363 0.02 -0.09 0.10
H 0.7390 0.1434 -5.0358 0.01 0.00 0.02
H -3.4647 -5.2708 -2.2207 0.01 0.05 0.02
H 2.7042 -1.3680 -4.9777 -0.01 -0.01 0.01
H 1.9956 -2.8474 3.1736 -0.08 0.01 -0.05
H -5.4992 -4.0810 -2.9830 0.02 0.01 0.01
H 1.0018 2.8845 -3.0768 -0.03 -0.06 -0.03
H 2.0559 4.3036 -2.8940 0.10 0.04 -0.08
H 2.3116 1.1783 -2.5378 -0.04 -0.01 -0.05
H -5.6824 -1.6322 -2.6736 0.03 -0.01 0.01
H 1.5187 -1.7779 1.0053 -0.05 -0.01 0.08
H 0.1489 -3.7673 4.5465 -0.01 0.01 -0.03
H 3.0992 -2.7899 -2.9895 -0.04 0.03 0.01
H -1.6235 -4.0121 -1.1501 -0.07 0.03 -0.04
H -2.3294 -0.6550 5.7955 -0.04 -0.01 0.04
H -2.9541 0.8234 4.1318 0.02 0.01 -0.07
H -0.7848 0.2649 -3.0830 0.02 0.00 0.00
H -2.6544 -2.6286 1.5041 0.02 0.00 0.05
H 1.5455 -2.7235 -1.0858 0.00 0.06 -0.05
```
Positions in Å, forces in eV/Å.